1.
Molecular formula: C29H24LaN3O2
Method: DFT, the ωB97M-V functional and the def2-TZVPD basis

## Properties
HOMO-LUMO gap: 7.2 eV
total charge: +2

Cartesian coordinates (Å):
La -0.00811 0.25083 0.02587
C 4.48957 0.40571 1.83796
O 3.51010 0.31140 2.90602
C 2.35689 0.03200 2.34581
N 2.32905 -0.16744 1.07496
C 3.72262 -0.08804 0.58639
C 3.94071 0.76583 -0.64610
C 2.94624 1.05302 -1.57416
C 3.20749 1.81150 -2.70475
C 4.48939 2.28091 -2.93572
C 5.49963 1.98262 -2.03323
C 5.22684 1.23626 -0.89834
C 1.15178 -0.00037 3.20312
C 1.20500 0.05569 4.58733
C 0.00588 0.07672 5.28762
C -1.19785 0.07204 4.59509
C -1.15458 0.01830 3.21056
N -0.00392 -0.03853 2.53658
C -2.36349 0.07001 2.36013
N -2.34361 -0.13208 1.08955
C -3.73858 -0.03683 0.60814
C -4.48866 0.48550 1.85777
O -3.51000 0.36828 2.92427
C -3.95374 0.80348 -0.63391
C -2.96500 1.06713 -1.57506
C -3.23032 1.81503 -2.71194
C -4.50882 2.29695 -2.93544
C -5.51353 2.02170 -2.01964
C -5.23715 1.28562 -0.87910
H 5.34032 -0.21498 2.10261
H 4.79953 1.44676 1.76340
H 4.03265 -1.10731 0.33680
H 1.94672 0.63153 -1.47167
H 2.41407 2.03540 -3.40550
H 4.69898 2.87244 -3.81600
H 6.50823 2.32857 -2.21510
H 6.03041 1.01516 -0.20536
H 2.15735 0.08685 5.09787
H 0.00963 0.11513 6.36858
H -2.14652 0.11465 5.11171
H -4.06522 -1.05507 0.37528
H -5.35781 -0.10713 2.12661
H -4.76720 1.53515 1.77729
H -1.96864 0.63628 -1.47870
H -2.44265 2.02043 -3.42477
H -4.72057 2.88020 -3.82075
H -6.52007 2.37694 -2.19484
H -6.03494 1.08032 -0.17474
C 0.00023 5.42010 -0.03625
C -0.00064 4.70717 1.15264
C -0.00467 3.31712 1.12349
C -0.00846 2.61663 -0.09000
C -0.00787 3.36080 -1.27490
C -0.00328 4.74881 -1.25114
H 0.00354 6.50203 -0.01698
H 0.00220 5.22967 2.10102
H -0.00462 2.79512 2.08138
H -0.01124 2.87105 -2.24800
H -0.00233 5.30433 -2.18056

Atoms 1-2, force components in eV/Å:
La 0.0 -0.2 -0.3
C 0.2 0.0 -0.3

2.
Molecular formula: C2H3N2PS
Method: DFT, the ωB97M-V functional and the def2-TZVPD basis

## Properties
ΔE to the lowest compared entry with this formula, charge and spin: 72.6 kcal/mol
HOMO-LUMO gap (alpha / beta): 8.2 / 8.2 eV
total charge: 0

Cartesian coordinates (Å):
C 1.13187 1.19443 0.93010
C -0.62002 0.00979 0.12523
N -0.15054 1.01826 0.68353
N 1.08835 -1.02099 -0.35240
P -2.00481 -0.63740 -0.74147
S 2.11035 -0.12466 0.34084
H 1.67536 2.08891 1.34472
H -1.80522 -1.97676 -0.40234
H -1.42534 -0.55157 -1.92820

Atoms 1-2, force components in eV/Å:
C 2.4 0.6 0.3
C 3.5 -0.9 -0.4

3.
Molecular formula: C18H14N3PdS2
Method: DFT, the ωB97M-V functional and the def2-TZVPD basis

## Properties
ΔE to the lowest compared entry with this formula, charge and spin: 25.4 kcal/mol
HOMO-LUMO gap: 5.9 eV
total charge: -1

Cartesian coordinates (Å):
Pd 0.58101 1.21500 0.02308
S 3.11211 1.32760 -0.01202
C 3.42091 3.03220 0.03218
C 4.74891 3.47370 0.07178
C 5.06061 4.81390 0.12818
C 4.04221 5.76400 0.14428
C 2.72961 5.35610 0.09718
C 2.39031 3.99890 0.03988
S 0.71501 3.58070 -0.01222
H 5.53261 2.73170 0.06418
H 6.09251 5.13550 0.16358
H 4.28201 6.81650 0.19638
H 1.92901 6.07950 0.10618
C -4.71789 0.07750 -0.23392
N -4.15469 1.39790 -0.06202
C -5.04709 2.39740 0.48468
C -2.86719 1.53920 0.17058
N -1.73949 1.72880 0.33508
H -5.62019 0.16080 -0.84782
H -4.98699 -0.37710 0.72868
H -3.99489 -0.56070 -0.73902
H -5.93489 2.45790 -0.14972
H -4.54639 3.36310 0.49278
H -5.36329 2.15120 1.50668
N 0.08931 -8.77160 -0.48562
C 0.19901 -7.62530 -0.42042
C 0.29481 -6.23050 -0.32392
C -0.23709 -5.41590 -1.33562
C -0.20069 -4.05010 -1.21152
C 0.36671 -3.44060 -0.07632
C 0.90551 -4.26700 0.92778
C 0.87421 -5.63270 0.80638
C 0.38271 -2.04170 0.04428
C 0.32201 -0.82240 0.15818
H -0.68009 -5.87680 -2.21042
H -0.61449 -3.41720 -1.98412
H 1.34351 -3.80410 1.80108
H 1.29061 -6.26540 1.58178

Atoms 1-2, force components in eV/Å:
Pd 0.7 1.1 0.7
S -2.1 -0.9 0.0

Among the records above, which one has the highest total charge? C29H24LaN3O2

Among the records above, which one has the lowest total charge? C18H14N3PdS2